214
Properties=species:S:1:pos:R:3 method="wB97M-V/def2-TZVPD" e_above_lowest_kj_mol=417.14 e_homo_ev=-8.988 total_energy_ha=-3643.71320 fmax_ev_per_a=2.46 gap_ha=0.3383
C -0.6458 -4.3251 4.9549
C -1.9855 -3.6102 5.1678
C -3.0953 -3.9752 4.0945
O -3.3866 -5.3639 4.1538
C -4.6038 -5.7611 3.5698
N -2.4327 -4.0228 6.4666
H 0.0482 -4.2041 5.7867
H -0.1154 -4.0344 4.0482
H -0.8906 -5.3750 4.7940
H -1.8760 -2.5416 4.9827
H -2.9232 -3.5961 3.0872
H -3.9984 -3.4432 4.3936
H -5.4518 -5.1772 3.9276
H -4.8019 -6.7814 3.8983
H -4.4630 -5.5816 2.5040
H -3.0157 -4.8400 6.3554
H -1.6286 -4.3724 6.9679
C 2.3117 -0.9802 -6.1452
C 2.3977 -0.4724 -4.7284
C 3.4229 0.6194 -4.3790
O 3.9460 0.6592 -3.0398
C 4.8485 1.7092 -2.8087
N 1.1536 0.0786 -4.3047
H 2.1446 -0.1689 -6.8537
H 1.5037 -1.7114 -6.1714
H 3.2288 -1.4931 -6.4352
H 2.5861 -1.3197 -4.0691
H 3.0470 1.6041 -4.6568
H 4.2807 0.4223 -5.0220
H 4.4331 2.7092 -2.6848
H 5.5636 1.8372 -3.6214
H 5.3481 1.4731 -1.8692
H 1.1959 0.3756 -3.3403
H 0.5023 -0.6827 -4.1771
C 6.8520 -1.6092 -2.0613
C 5.6884 -2.5416 -2.0517
C 4.6274 -2.0217 -1.0430
O 5.1487 -1.9646 0.2910
C 4.1119 -1.7617 1.1961
N 5.2154 -2.5137 -3.4211
H 7.4642 -1.8978 -2.9158
H 7.4269 -1.7322 -1.1435
H 6.6643 -0.5585 -2.2825
H 6.0022 -3.5414 -1.7518
H 3.6835 -2.5591 -1.1338
H 4.3426 -1.0084 -1.3263
H 3.3780 -2.5594 1.0812
H 3.6697 -0.7875 0.9878
H 4.4217 -1.7985 2.2405
H 4.5284 -3.2538 -3.4400
H 4.6025 -1.7114 -3.4512
C -0.3486 3.6115 6.1067
C -1.2731 2.4004 6.2063
C -0.9343 1.1616 5.3778
O -1.9621 0.1651 5.3863
C -3.2168 0.5946 4.8768
N -1.2888 1.9773 7.6379
H -0.1350 3.9461 5.0915
H 0.6513 3.4164 6.4944
H -0.7927 4.3991 6.7154
H -2.2661 2.7893 5.9809
H -0.0568 0.6838 5.8135
H -0.5798 1.4246 4.3812
H -3.6104 1.4252 5.4627
H -4.0047 -0.1577 4.8407
H -3.1373 0.8849 3.8292
H -0.3330 1.7226 7.8421
H -1.7378 1.0783 7.7399
C -3.4365 -4.8952 0.1102
C -4.6190 -3.9900 -0.1739
C -4.2366 -2.5135 -0.0745
O -3.8312 -2.1439 1.2363
C -3.1994 -0.8815 1.3510
N -5.2772 -4.2602 -1.4317
H -3.5534 -5.9772 0.1708
H -2.9891 -4.7336 1.0909
H -2.7133 -4.8137 -0.7012
H -5.2438 -4.3529 0.6422
H -5.0819 -1.9515 -0.4717
H -3.3881 -2.3473 -0.7383
H -3.0752 -0.6803 2.4150
H -3.8155 -0.0731 0.9573
H -2.2353 -0.8262 0.8453
H -4.5868 -4.0622 -2.1418
H -5.8945 -3.5022 -1.6856
C -1.6126 -4.6966 -5.2229
C -1.9629 -3.9045 -3.9370
C -1.1526 -2.5502 -3.7555
O 0.2763 -2.6488 -3.5751
C 0.6242 -2.7942 -2.1859
N -3.4100 -3.6348 -3.9543
H -1.8276 -4.3077 -6.2183
H -2.0856 -5.6786 -5.2281
H -0.5794 -5.0434 -5.2380
H -1.8026 -4.4825 -3.0269
H -1.6020 -2.0429 -2.9018
H -1.3077 -1.8817 -4.6024
H 0.3022 -1.9229 -1.6156
H 1.6896 -2.9928 -2.0702
H 0.2391 -3.7151 -1.7479
H -3.8388 -4.5151 -4.2018
H -3.5487 -3.2444 -4.8754
C -4.0629 0.6453 -3.0665
C -2.8161 1.4968 -2.9896
C -2.1430 1.7090 -4.3365
O -2.9685 2.4021 -5.3056
C -2.4824 2.5048 -6.6020
N -3.1702 2.7644 -2.3410
H -4.4659 0.3613 -2.0944
H -3.8832 -0.2653 -3.6381
H -4.8710 1.1250 -3.6187
H -2.0329 0.9313 -2.4847
H -1.7798 0.7312 -4.6529
H -1.2357 2.2852 -4.1555
H -3.1450 2.9684 -7.3328
H -2.3900 1.4937 -6.9985
H -1.5267 3.0215 -6.6898
H -4.0720 3.0535 -2.6920
H -2.5970 3.4734 -2.7755
C 2.1313 1.9949 0.2153
C 1.1686 0.9099 -0.3843
C 0.4135 0.0997 0.6882
O 1.3190 -0.5734 1.5576
C 0.6972 -1.6178 2.3641
N 0.2953 1.5325 -1.3206
H 2.5358 2.5346 -0.6410
H 2.9514 1.4669 0.7020
H 1.7401 2.5140 1.0902
H 1.7795 0.1890 -0.9276
H -0.3013 -0.5805 0.2250
H -0.0879 0.8820 1.2581
H 1.4459 -2.0493 3.0284
H 0.2134 -2.3489 1.7165
H -0.0455 -1.1523 3.0121
H -0.2877 2.2179 -0.8619
H 0.9059 2.1556 -1.8295
C 2.5830 8.5935 -2.4732
C 2.6836 7.4032 -1.5099
C 1.6100 7.4038 -0.4488
O 1.8559 6.2861 0.4011
C 0.7964 5.9449 1.3385
N 2.7472 6.1447 -2.2284
H 2.6536 9.5163 -1.8973
H 1.6076 8.5764 -2.9593
H 3.3748 8.4970 -3.2161
H 3.6080 7.5725 -0.9577
H 0.5933 7.3668 -0.8399
H 1.5067 8.3326 0.1123
H 0.3799 6.7949 1.8789
H 1.0982 5.2334 2.1072
H -0.1112 5.6324 0.8220
H 1.9465 6.0505 -2.8368
H 2.6254 5.3654 -1.5976
C -0.0563 -5.7775 0.7097
C 0.2346 -6.5030 1.9929
C -0.9923 -7.3668 2.5429
O -1.5957 -8.1879 1.5729
C -2.6028 -9.0262 2.0787
N 1.4070 -7.3922 1.7936
H 0.7858 -5.2397 0.2741
H -0.7506 -4.9747 0.9579
H -0.5697 -6.3585 -0.0564
H 0.4318 -5.7412 2.7472
H -1.7643 -6.6889 2.9070
H -0.6306 -7.8512 3.4499
H -3.0880 -9.5670 1.2662
H -3.3555 -8.3933 2.5488
H -2.2229 -9.7658 2.7837
H 1.1051 -8.2224 1.3040
H 2.1056 -7.0707 1.1388
C -2.0786 3.7634 2.3725
C -2.5617 2.9285 1.1411
C -4.1032 2.9506 0.8172
O -4.7667 2.4202 1.9705
C -6.1639 2.1685 1.7177
N -1.7110 3.3321 0.0102
H -1.0422 4.0950 2.3096
H -2.1769 3.2494 3.3287
H -2.6557 4.6856 2.3046
H -2.2693 1.8878 1.2812
H -4.2816 2.2833 -0.0259
H -4.4340 3.9562 0.5574
H -6.7515 2.4691 2.5852
H -6.3425 1.1080 1.5404
H -6.6790 2.7630 0.9632
H -2.1967 3.0567 -0.8315
H -1.7849 4.3387 -0.0263
C 4.1372 1.3413 3.9190
C 3.0180 1.5890 4.9499
O 3.6055 1.8029 6.2087
H 4.6533 0.4179 4.1822
H 4.9461 2.0719 3.9166
H 3.7600 1.1408 2.9162
H 2.1734 0.9000 4.9435
H 2.5691 2.5688 4.7868
H 4.5158 2.0579 6.0421
C 4.9524 4.3875 -0.0469
C 5.5426 5.0152 1.1909
O 6.6301 5.7771 0.7664
H 4.0609 3.8119 0.2024
H 5.6374 3.6702 -0.4990
H 4.6378 5.2301 -0.6628
H 5.7316 4.2093 1.8999
H 4.7661 5.6052 1.6777
H 7.0143 6.3138 1.4635
C 2.1429 4.9238 -5.4959
C 0.9626 4.2566 -4.7888
O 0.3318 5.0685 -3.8652
H 2.8240 4.1314 -5.8063
H 2.6078 5.5827 -4.7626
H 1.8869 5.5081 -6.3798
H 1.2933 3.3035 -4.3763
H 0.2652 3.8682 -5.5311
H -0.5737 5.2300 -4.1401

=====

216
Properties=species:S:1:pos:R:3 method="wB97M-V/def2-TZVPD" e_above_lowest_kj_mol=769.11 e_homo_ev=-7.999 total_energy_ha=-3698.86714 fmax_ev_per_a=3.61 gap_ha=0.3021
C -3.3091 5.6792 -1.1829
C -2.2996 5.9735 -0.0130
C -2.7562 7.0197 0.9024
O -3.0360 8.1647 0.1634
C -3.3844 9.3563 0.8714
N -2.0986 4.7168 0.6574
H -3.0149 4.9072 -1.8939
H -3.3445 6.5482 -1.8399
H -4.3473 5.3865 -1.0264
H -1.3216 6.3028 -0.3640
H -2.0360 7.2040 1.6996
H -3.6572 6.6142 1.3629
H -3.6892 10.0627 0.0992
H -2.5680 9.8634 1.3857
H -4.2066 9.1706 1.5625
H -1.1826 4.4074 0.9493
H -2.7785 4.4400 1.3511
C 2.7094 -2.7790 -5.1543
C 1.8811 -3.7453 -4.2988
C 0.7496 -3.0816 -3.5826
O 1.2904 -2.0285 -2.7056
C 0.1880 -1.3093 -2.1693
N 1.2983 -4.7048 -5.2401
H 3.4433 -3.3661 -5.7063
H 3.1359 -2.0415 -4.4745
H 2.2032 -2.2136 -5.9368
H 2.3982 -4.3977 -3.5953
H 0.0149 -3.7433 -3.1239
H 0.2783 -2.4998 -4.3747
H 0.6999 -0.9152 -1.2914
H -0.6322 -1.9426 -1.8313
H -0.0697 -0.5658 -2.9237
H 0.5743 -5.1973 -4.7368
H 0.6883 -4.1860 -5.8556
C 3.3588 -0.2026 6.1057
C 2.9138 0.5286 4.8944
C 3.0907 2.0350 5.0033
O 2.2142 2.5010 5.9959
C 2.0897 3.9798 6.0559
N 3.6933 0.0401 3.7811
H 3.4668 -1.2867 6.1387
H 2.6814 -0.0996 6.9534
H 4.3116 0.1339 6.5143
H 1.8576 0.4062 4.6544
H 2.8210 2.4811 4.0460
H 4.1367 2.2879 5.1766
H 1.3481 4.2983 6.7884
H 1.8271 4.6202 5.2138
H 3.0950 4.3312 6.2881
H 4.6439 -0.1530 4.0627
H 3.2894 -0.8320 3.4708
C -3.4570 -0.3263 -4.7947
C -2.3856 0.7902 -4.9825
C -2.3044 1.7563 -3.7197
O -2.0614 1.0705 -2.4761
C -1.9492 2.0052 -1.3905
N -1.1171 0.0640 -5.3016
H -4.2286 0.2490 -4.2828
H -3.2293 -1.1544 -4.1235
H -3.6541 -0.6561 -5.8147
H -2.7972 1.3624 -5.8139
H -3.2136 2.3529 -3.6454
H -1.6483 2.6262 -3.7508
H -2.6563 2.8339 -1.3546
H -1.0819 2.6648 -1.4176
H -1.8815 1.4245 -0.4706
H -0.4866 0.8460 -5.4064
H -0.7494 -0.3460 -4.4549
C -4.0999 3.1123 5.8858
C -3.1067 3.9490 4.9995
C -1.8129 4.2202 5.7445
O -0.7347 4.3076 4.7771
C -0.7592 5.5260 3.9310
N -3.0451 3.2676 3.7184
H -5.0551 3.1067 5.3608
H -4.1230 3.4846 6.9100
H -3.5836 2.1610 6.0142
H -3.6503 4.8765 4.8195
H -1.4622 3.3883 6.3554
H -1.8299 5.1715 6.2762
H -0.8945 6.5400 4.3072
H -1.5795 5.4990 3.2138
H 0.0837 5.6080 3.2449
H -2.1086 3.4549 3.3898
H -2.9588 2.2966 3.9828
C -0.1913 -4.0152 2.9099
C 0.6974 -4.3326 4.1378
C 1.6389 -3.0913 4.5217
O 2.4004 -2.6879 3.3954
C 3.4537 -3.4909 3.0008
N -0.1648 -4.6116 5.3119
H -1.1966 -3.7573 3.2432
H -0.2646 -4.9712 2.3915
H 0.2485 -3.1938 2.3442
H 1.1540 -5.2846 3.8670
H 2.3867 -3.4484 5.2297
H 0.9537 -2.3128 4.8572
H 3.8118 -3.2637 1.9967
H 3.2571 -4.5586 2.9036
H 4.2067 -3.3833 3.7816
H -0.5217 -5.4942 4.9747
H 0.3591 -4.9075 6.1231
C -0.3933 2.3742 -8.3152
C -0.3296 3.5258 -7.2257
C 0.7264 3.3680 -6.1434
O 0.5790 1.9924 -5.6640
C 1.5544 1.4980 -4.8539
N -0.2755 4.8389 -7.9809
H -1.1112 2.4098 -9.1346
H -0.6361 1.4646 -7.7659
H 0.5938 2.3007 -8.7716
H -1.2743 3.5248 -6.6821
H 0.4572 3.9447 -5.2585
H 1.7338 3.6535 -6.4463
H 2.5616 1.7822 -5.1587
H 1.5636 0.4520 -5.1606
H 1.3879 1.6423 -3.7864
H -0.5163 5.6672 -7.4556
H 0.6997 4.9132 -8.2332
C -5.6966 -2.6024 -0.5543
C -5.5825 -1.1057 -0.8856
C -6.7418 -0.2264 -0.5068
O -7.7618 -0.1877 -1.5457
C -8.9361 0.4713 -1.1148
N -4.2981 -0.5639 -0.4121
H -6.5324 -3.1225 -1.0222
H -5.8749 -2.6537 0.5198
H -4.8385 -3.2024 -0.8571
H -5.5493 -1.1354 -1.9747
H -6.3836 0.7872 -0.3269
H -6.9738 -0.3846 0.5464
H -9.6663 0.5580 -1.9194
H -8.7729 1.5398 -0.9740
H -9.3497 0.1739 -0.1512
H -4.1487 -1.0591 0.4553
H -3.5686 -1.0116 -0.9483
C -0.5209 -8.6252 -3.9955
C -0.9222 -7.4283 -3.0912
C 0.1915 -6.6141 -2.3011
O -0.5073 -5.5823 -1.5443
C 0.2852 -4.9169 -0.5461
N -1.4596 -6.4682 -4.0325
H 0.2928 -8.5984 -4.7203
H -1.2222 -8.8790 -4.7905
H -0.4135 -9.5354 -3.4055
H -1.8153 -7.7435 -2.5518
H 0.7898 -6.2129 -3.1191
H 0.7546 -7.2386 -1.6076
H 1.0746 -4.3116 -0.9918
H 0.7554 -5.5472 0.2087
H -0.3310 -4.1204 -0.1291
H -1.7732 -5.7059 -3.4489
H -2.2752 -6.6693 -4.5932
C -4.2906 -2.9178 3.4369
C -3.6282 -1.5917 2.9948
C -2.9675 -0.8222 4.1275
O -2.2197 0.3636 3.6040
C -1.1247 0.7565 4.4116
N -2.8449 -1.9052 1.7790
H -4.8638 -2.8488 4.3614
H -3.4617 -3.6194 3.5309
H -4.7999 -3.4531 2.6356
H -4.4546 -0.9228 2.7545
H -2.3889 -1.5111 4.7429
H -3.7687 -0.4780 4.7815
H -0.5801 1.5591 3.9142
H -0.4218 -0.0164 4.7226
H -1.6843 1.0806 5.2891
H -2.2827 -1.0804 1.6250
H -2.2164 -2.6593 2.0162
C 1.4851 5.1277 -0.6506
C 1.8671 4.0587 0.4265
C 2.7147 4.7471 1.5756
O 3.9778 5.2362 1.0520
C 4.7979 5.8062 2.1083
N 0.5257 3.5587 0.9253
H 0.7129 4.8718 -1.3761
H 2.3894 5.4576 -1.1621
H 0.9791 5.9338 -0.1193
H 2.3708 3.1733 0.0387
H 2.9044 4.0962 2.4291
H 2.2834 5.6437 2.0208
H 5.5812 6.2822 1.5185
H 5.0601 5.1226 2.9159
H 4.1252 6.5220 2.5808
H 0.9226 3.2987 1.8169
H 0.4792 2.6647 0.4575
C 7.3494 -6.9734 -3.2722
C 6.4715 -5.7797 -3.4436
C 5.9065 -5.2805 -2.1862
O 4.9538 -4.2681 -2.3949
C 4.3058 -3.7531 -1.1799
N 7.1192 -4.7825 -4.1345
H 8.0033 -7.2148 -4.1102
H 6.6893 -7.7595 -2.9055
H 7.8643 -6.9837 -2.3116
H 5.5514 -6.0285 -3.9724
H 6.6616 -4.8321 -1.5405
H 5.4132 -6.0291 -1.5663
H 3.4780 -3.0865 -1.4215
H 5.0031 -3.1042 -0.6499
H 3.8536 -4.5697 -0.6170
H 7.7554 -4.3195 -3.5013
H 6.4260 -4.0601 -4.2672
C 1.1822 0.1025 1.0734
O 2.1798 1.0240 1.5650
H 1.5573 -0.9119 0.9381
H 0.4477 0.0119 1.8736
H 0.6961 0.5820 0.2238
H 2.7251 0.6889 2.2805
C 6.2918 -1.5078 2.1706
O 6.2632 -1.5116 3.6179
H 6.7145 -2.3353 1.6009
H 5.2434 -1.2939 1.9629
H 6.7554 -0.6035 1.7764
H 7.1430 -1.2815 3.9253